(1)
Formula: C26H46O2P2Ru
Source: OMol25
Level of theory: ωB97M-V/def2-TZVPD

Computed properties:
**Gap between HOMO and LUMO (alpha / beta)**: 6.4 / 6.0 eV
**Multiplicity**: 6
**Energy above the lowest of the compared OMol25 structures with the same formula, charge and spin**: 174.1 kJ/mol
**⟨S²⟩**: 8.7875
**Net charge**: +1
**Highest occupied orbital energy (alpha / beta)**: -8.69 / -9.38 eV

CARTESIAN COORDINATES (ANGSTROEM)
Ru -0.277 -1.088 -3.077
C -0.368 -2.417 2.762
C 0.976 -2.506 2.292
C 0.951 -1.123 4.144
C -0.377 -1.568 3.898
C 1.794 -1.714 3.155
C -1.538 -3.082 2.150
H -1.244 -3.703 1.292
H -2.268 -2.356 1.769
H -2.062 -3.741 2.856
C -1.577 -1.195 4.683
H -2.461 -1.032 4.045
H -1.414 -0.276 5.264
H -1.852 -1.988 5.406
C 1.343 -0.172 5.223
H 1.221 -0.628 6.227
H 0.731 0.757 5.205
H 2.402 0.125 5.112
C 3.256 -1.494 3.088
H 3.793 -1.962 3.927
H 3.494 -0.424 3.122
H 3.667 -1.893 2.163
C 1.418 -3.263 1.092
H 2.070 -4.127 1.317
H 1.956 -2.603 0.394
H 0.548 -3.649 0.554
C -1.527 0.003 -4.118
C -1.542 -1.379 -4.555
C -0.795 -1.787 -5.800
C 0.752 -1.680 -5.669
C 1.249 -1.344 -4.272
C 1.195 0.025 -3.767
C 0.674 1.175 -4.593
C -0.831 1.040 -4.954
H -1.155 -1.240 -6.676
H 1.183 -0.995 -6.422
H -1.062 -2.826 -6.040
H -0.985 0.840 -6.016
H -2.420 0.357 -3.596
H -2.451 -1.946 -4.337
H -1.336 2.001 -4.798
H 0.776 2.089 -3.978
H 1.942 0.288 -3.007
H 1.295 1.330 -5.488
H 1.152 -2.683 -5.912
H 2.090 -1.949 -3.903
P -1.716 1.996 0.090
P 0.923 2.115 0.735
C -0.916 3.281 -0.940
C 0.585 3.305 -0.620
H -1.389 4.260 -0.730
H -1.076 3.018 -2.000
H 1.192 2.991 -1.490
H 0.910 4.312 -0.299
C 2.346 2.961 1.512
H 2.689 2.363 2.364
H 2.059 3.966 1.870
H 3.130 3.045 0.741
C 1.460 0.473 0.208
H 2.277 0.569 -0.526
H 0.672 -0.086 -0.303
H 1.811 -0.147 1.046
C -3.444 1.797 -0.296
H -3.821 0.886 0.192
H -3.507 1.682 -1.383
H -4.047 2.654 0.034
C -0.956 -1.928 -1.349
H -0.546 -1.416 -0.461
H -0.707 -2.997 -1.270
H -2.051 -1.774 -1.362
C -1.356 2.588 4.139
O -0.163 2.876 3.311
C -0.328 2.708 2.026
O -1.601 2.774 1.584
H -2.163 3.281 3.896
H -1.027 2.702 5.164
H -1.630 1.553 3.952

Cartesian forces (eV/Å) of the 6 atoms listed first:
-0.448 -2.126 5.064
2.692 -1.099 -2.178
-2.668 -0.456 0.252
-1.249 -0.286 -0.487
1.624 1.429 1.225
-0.672 0.771 1.304

Atomic partial charges in e from the Mulliken method, atoms 1 to 2: 0.277 0.514

(2)
Formula: C26H47Br16NO4S
Source: OMol25
Level of theory: ωB97M-V/def2-TZVPD

Computed properties:
**Gap between HOMO and LUMO**: 8.9 eV
**Multiplicity**: 1
**Highest occupied orbital energy**: -8.51 eV

CARTESIAN COORDINATES (ANGSTROEM)
C -2.309 1.377 -6.329
O -1.366 2.436 -6.120
C -0.119 1.927 -5.617
C 0.072 2.462 -4.128
C -0.921 1.725 -3.127
C -0.796 2.364 -1.674
O 0.592 2.183 -1.278
S 0.761 1.746 0.312
O 0.099 2.825 1.077
O -0.126 0.361 0.668
C -0.077 -0.595 -0.386
C 1.294 -0.843 -0.993
C 1.350 -1.837 -2.072
C 0.073 -2.510 -2.441
C -1.137 -2.097 -1.718
N -1.241 -1.178 -0.704
H -1.868 0.476 -6.836
H -3.140 1.766 -6.988
H -2.804 1.020 -5.383
H 0.753 2.195 -6.269
H -0.136 0.797 -5.540
H 1.150 2.224 -3.874
H -0.018 3.580 -4.068
H -1.974 1.702 -3.500
H -0.492 0.680 -3.025
H -1.546 1.909 -0.958
H -0.963 3.470 -1.816
H 2.243 -0.335 -0.705
H 2.279 -2.102 -2.624
H -0.011 -3.294 -3.226
H -2.089 -2.617 -2.012
Br 0.953 -3.098 0.815
C 1.177 -3.192 2.749
C 2.610 -2.950 3.152
Br 3.727 -4.509 2.818
H 0.797 -4.161 3.064
H 0.533 -2.407 3.147
H 2.680 -2.778 4.227
H 3.067 -2.116 2.624
Br 3.413 0.970 1.909
C 3.000 2.002 3.508
C 2.830 1.106 4.708
Br 1.104 0.199 4.677
H 2.115 2.596 3.283
H 3.852 2.668 3.645
H 2.826 1.694 5.626
H 3.593 0.334 4.778
Br -3.393 5.677 -3.533
C -2.451 6.783 -2.235
C -1.353 7.583 -2.887
Br 0.200 6.473 -3.273
H -2.091 6.117 -1.453
H -3.212 7.444 -1.821
H -0.990 8.356 -2.210
H -1.657 8.042 -3.826
Br 2.556 -4.281 6.872
C 0.644 -4.074 6.564
C -0.043 -5.412 6.451
Br 0.288 -6.233 4.716
H 0.531 -3.457 5.675
H 0.275 -3.526 7.431
H -1.125 -5.291 6.507
H 0.277 -6.126 7.206
Br -4.258 1.731 -1.004
C -3.889 2.557 0.724
C -4.960 3.551 1.089
Br -4.740 5.206 0.089
H -2.895 2.996 0.663
H -3.872 1.730 1.434
H -4.877 3.837 2.138
H -5.967 3.190 0.895
Br 1.200 -6.933 0.060
C 2.694 -7.488 1.178
C 2.635 -8.962 1.491
Br 1.300 -9.352 2.857
H 2.675 -6.859 2.064
H 3.585 -7.259 0.593
H 3.581 -9.298 1.916
H 2.391 -9.576 0.627
Br 3.789 4.138 0.772
C 5.662 4.672 0.776
C 6.477 3.809 1.705
Br 6.192 4.303 3.568
H 5.691 5.728 1.033
H 5.995 4.545 -0.255
H 7.543 3.960 1.531
H 6.246 2.749 1.619
Br -4.244 -1.278 -3.771
C -5.954 -2.099 -3.332
C -5.963 -2.614 -1.917
Br -4.965 -4.280 -1.763
H -6.136 -2.873 -4.075
H -6.691 -1.304 -3.455
H -6.979 -2.861 -1.606
H -5.529 -1.917 -1.203

Cartesian forces (eV/Å) of the 6 atoms listed first:
-1.042 -0.013 -0.499
0.214 -1.483 -0.259
0.042 0.025 1.746
0.359 -0.526 -0.597
1.643 -0.023 0.611
-1.041 0.464 -2.196

Atomic partial charges in e from the Mulliken method, atoms 1 to 2: -0.447 -0.386

no.,calculated total energy (hartree),largest force on an atom (eV Å⁻¹)
1,-1945.82601,5.51
2,-42956.91754,3.56